[1]
The following is a quantum chemistry calculation of a structure of composition C25H31BBrCl5N4O2P2PrS, from the Open Molecules 2025 dataset.

Output
energy = -213301.8510 eV
LUMO level (alpha / beta) = 1.034 / 1.034 eV

The geometry in ORCA input format:
```
! RIJCOSX wB97M-V def2-TZVPD def2/J DEFGRID3
* xyz -1 3
Pr -1.272 2.287 -0.896
C 1.976 0.285 2.854
P 0.712 -0.155 1.585
C 1.687 -1.416 0.490
N 2.460 -2.173 1.199
C 3.005 -3.256 0.511
C 3.925 -4.068 1.209
C 4.478 -5.180 0.528
C 4.167 -5.441 -0.824
C 3.270 -4.646 -1.543
C 2.709 -3.518 -0.878
N 1.936 -2.631 -1.560
C 1.436 -1.586 -0.959
P 0.623 -0.214 -1.951
C -0.425 -1.131 -3.176
C 2.162 0.350 -2.957
C 3.332 0.646 -1.897
C 1.846 1.663 -3.634
C 2.618 -0.642 -4.033
C -0.748 -1.079 2.267
C -1.070 -2.185 1.270
C -1.925 -0.125 2.522
C -0.408 -1.776 3.584
H 2.431 -0.602 3.247
H 1.521 0.870 3.626
H 2.758 0.874 2.316
H 4.194 -3.909 2.228
H 5.362 -5.661 0.949
H 4.590 -6.362 -1.265
H 3.072 -4.711 -2.621
H 0.044 -2.027 -3.493
H -0.462 -0.438 -4.004
H -1.469 -1.139 -2.863
H 2.950 1.137 -0.983
H 4.071 1.347 -2.329
H 3.847 -0.302 -1.642
H 1.567 2.473 -2.997
H 1.232 1.682 -4.617
H 2.773 2.084 -4.071
H 2.596 -1.649 -3.736
H 3.617 -0.308 -4.278
H 1.929 -0.542 -4.876
H -1.106 -1.911 0.227
H -2.121 -2.518 1.434
H -0.358 -3.060 1.358
H -2.362 0.284 1.586
H -1.608 0.752 3.117
H -2.674 -0.697 3.166
H 0.391 -2.480 3.457
H -1.245 -2.333 3.968
H -0.174 -1.072 4.322
Cl -5.925 7.860 2.270
C -4.934 6.491 1.953
C -3.854 6.120 2.822
Cl -3.706 7.048 4.287
C -2.971 5.061 2.500
Cl -1.873 4.653 3.741
C -3.061 4.385 1.282
O -2.276 3.431 0.893
C -4.030 4.896 0.413
Cl -4.042 4.241 -1.184
C -4.970 5.894 0.717
Cl -6.108 6.382 -0.438
B -4.431 -1.925 -0.159
C -3.565 -0.736 -0.602
N -2.822 0.143 -0.786
H -4.858 -1.539 0.990
H -3.794 -2.918 0.001
H -5.356 -2.253 -0.963
O 0.941 3.073 -0.630
S 1.320 2.493 0.835
N 0.093 1.123 0.922
Br -1.634 2.290 -3.799
*
```

[2]
The following is a quantum chemistry calculation of an isolated molecule of C2HNO3, from the Open Molecules 2025 dataset.

Output
energy = -9717.4785 eV
relative energy (zero: lowest compared OMol25 entry of this formula, charge and spin) = 4.9503 eV
SMILES string = O=CC(=O)N=O
LUMO level (alpha / beta) = -1.355 / -1.405 eV

The geometry in ORCA input format:
```
! RIJCOSX wB97M-V def2-TZVPD def2/J DEFGRID3
* xyz 0 1
C -0.324 0.273 0.088
C -1.494 -0.559 0.044
N -2.526 0.291 0.190
O -1.728 -1.761 0.081
O -3.616 0.521 -0.206
O -0.773 1.391 0.145
H 0.720 -0.007 -0.026
*
```

[3]
The following is a quantum chemistry calculation of a structure of composition C3H4N2S3, from the Open Molecules 2025 dataset.

Output
energy = -38659.3692 eV
relative energy (zero: lowest compared OMol25 entry of this formula, charge and spin) = 1.8546 eV
LUMO level = -0.422 eV

The geometry in ORCA input format:
```
! RIJCOSX wB97M-V def2-TZVPD def2/J DEFGRID3
* xyz 0 1
C -0.760 1.102 -0.737
C 1.243 -0.260 -0.004
C 0.027 0.619 0.471
N -1.793 0.485 -1.042
N -0.953 -0.287 1.019
S 2.787 0.306 -0.070
S -2.205 -0.709 -0.004
S 0.829 -1.805 -0.509
H -0.511 1.771 -1.527
H 0.298 1.377 1.076
H -1.055 -0.286 2.030
H 2.092 -2.311 -0.703
*
```

[4]
The following is a quantum chemistry calculation of an isolated molecule of C4H8N2O, from the Open Molecules 2025 dataset.

Output
energy = -9303.2090 eV
relative energy (zero: lowest compared OMol25 entry of this formula, charge and spin) = 3.1842 eV
SMILES string = CNC1=N[C@@H]1CO
LUMO level = 0.672 eV

The geometry in ORCA input format:
```
! RIJCOSX wB97M-V def2-TZVPD def2/J DEFGRID3
* xyz 0 1
C 2.244 0.686 1.373
N 0.817 0.688 1.083
C -0.514 -0.588 -0.886
C -1.928 -0.189 -1.248
O -2.849 -1.085 -0.646
C 0.376 0.240 -0.111
N 0.701 0.213 -1.332
H 2.671 1.691 1.423
H 2.413 0.185 2.330
H 2.760 0.120 0.593
H 0.199 0.547 1.864
H -0.377 -1.676 -0.896
H -2.093 -0.269 -2.328
H -2.123 0.855 -0.953
H -2.609 -1.163 0.286
*
```

[5]
The following is a quantum chemistry calculation of a cluster of 13 separate species, H24O16S in total, from the Open Molecules 2025 dataset.

Output
energy = -43986.2897 eV
relative energy (zero: lowest compared OMol25 entry of this formula, charge and spin) = 4.3363 eV
LUMO level = 5.178 eV

The geometry in ORCA input format:
```
! RIJCOSX wB97M-V def2-TZVPD def2/J DEFGRID3
* xyz -2 1
S -0.082 0.055 0.121
O 1.052 0.481 -0.812
O 0.513 -0.639 1.280
O -0.814 1.216 0.569
O -1.034 -0.720 -0.638
O 2.195 -2.522 1.145
H 1.662 -1.734 1.179
H 1.838 -2.996 2.012
O 0.289 -2.595 -2.424
H -0.373 -2.205 -1.946
H 0.903 -2.079 -2.704
O 1.406 0.046 3.791
H 0.852 -0.289 3.062
H 0.702 0.139 4.258
O -2.598 0.877 2.350
H -2.284 -0.023 2.699
H -2.162 0.793 1.397
O -1.878 -0.031 -2.973
H -1.050 0.422 -3.150
H -1.826 -0.262 -2.177
O -2.521 3.182 0.072
H -1.984 2.489 0.259
H -2.055 3.882 -0.406
O 2.280 -0.595 -2.921
H 1.767 -0.453 -2.012
H 3.178 -0.795 -2.632
O 2.879 1.574 0.211
H 3.385 2.199 -0.309
H 2.189 1.247 -0.421
O 0.243 1.931 -2.872
H 0.443 1.684 -1.956
H 1.095 1.739 -3.393
O 0.314 3.297 1.241
H 1.230 3.023 1.166
H -0.107 2.492 0.912
O -0.847 -2.283 2.646
H -1.538 -2.653 2.118
H -0.370 -1.632 2.096
O -2.242 -2.927 -0.009
H -1.753 -2.149 -0.230
H -2.896 -3.185 -0.601
*
```

[6]
The following is a quantum chemistry calculation of a cluster of 2 separate species, C3H4N2O2 in total, from the Open Molecules 2025 dataset.

Output
energy = -10248.4427 eV
relative energy (zero: lowest compared OMol25 entry of this formula, charge and spin) = 3.8224 eV
SMILES string = CN1C=N1.O=C=O
LUMO level = 0.812 eV

The geometry in ORCA input format:
```
! RIJCOSX wB97M-V def2-TZVPD def2/J DEFGRID3
* xyz 0 1
C -1.379 -0.506 -0.140
N 0.044 -0.200 0.022
N 0.834 -1.421 0.662
C 0.940 -1.121 -0.538
O 2.155 1.680 0.310
C 1.107 2.069 0.649
O 0.104 2.547 1.003
H -1.575 -1.453 -0.658
H -1.837 -0.540 0.852
H -1.830 0.321 -0.697
H 1.438 -1.377 -1.465
*
```